(A)
Molecular formula: C18H27N7O4RbS
Method: DFT, ωB97M-V/def2-TZVPD

Positions of all 58 atoms, in Å:
1 Rb 0.24 -0.08 -0.19
2 N 3.29 0.60 -4.48
3 C 2.72 0.16 -3.29
4 S 1.08 -0.31 -3.43
5 N 3.53 0.14 -2.29
6 N 3.15 -0.08 -1.00
7 C 4.14 -0.39 -0.24
8 C 4.13 -0.60 1.18
9 C 5.37 -0.70 1.81
10 C 5.52 -0.84 3.17
11 C 4.37 -0.87 3.97
12 C 3.13 -0.80 3.40
13 C 2.93 -0.71 1.98
14 O 1.76 -0.73 1.52
15 H 2.88 0.19 -5.31
16 H 4.30 0.59 -4.46
17 H 5.14 -0.45 -0.70
18 H 6.26 -0.66 1.19
19 H 6.50 -0.92 3.61
20 H 4.47 -0.96 5.04
21 H 2.24 -0.83 4.00
22 C 0.21 2.91 -1.46
23 O -0.94 2.43 -0.80
24 C -2.09 2.39 -1.61
25 C -2.15 1.23 -2.60
26 O -2.47 0.05 -1.90
27 C -2.49 -1.08 -2.74
28 H 0.01 3.90 -1.90
29 H 0.54 2.23 -2.25
30 H 0.99 2.98 -0.71
31 H -2.19 3.34 -2.16
32 H -2.93 2.28 -0.92
33 H -1.20 1.10 -3.13
34 H -2.94 1.45 -3.34
35 H -3.30 -0.99 -3.48
36 H -2.66 -1.94 -2.10
37 H -1.54 -1.19 -3.27
38 N -1.30 3.03 7.35
39 C -2.17 2.29 6.61
40 O -3.27 1.98 7.06
41 C -1.74 1.95 5.24
42 C -2.70 1.45 4.35
43 C -2.34 1.18 3.05
44 N -1.11 1.36 2.56
45 C -0.19 1.81 3.41
46 C -0.44 2.10 4.73
47 H -1.55 3.23 8.30
48 H -0.37 3.22 7.04
49 H -3.71 1.30 4.71
50 H -3.06 0.80 2.34
51 H 0.80 1.92 3.00
52 H 0.38 2.44 5.36
53 N -2.56 -3.21 0.20
54 N -2.36 -1.91 0.75
55 H -3.07 -3.83 0.84
56 H -1.63 -3.62 0.05
57 H -2.17 -1.90 1.75
58 H -3.19 -1.35 0.56

- Kohn-Sham gap: 5.03 eV
- Charge: -1
- Lowest unoccupied orbital energy: 1.814 eV



(B)
Molecular formula: C18H27N7O4RbS
Method: DFT, ωB97M-V/def2-TZVPD

Positions of all 58 atoms, in Å:
1 Rb -0.28 0.20 0.40
2 N -3.99 -0.18 2.73
3 C -3.30 0.63 1.84
4 S -3.95 0.74 0.24
5 N -2.24 1.17 2.38
6 N -1.60 2.18 1.69
7 C -0.46 2.49 2.19
8 C 0.22 1.84 3.35
9 C -0.15 2.19 4.65
10 C 0.44 1.62 5.77
11 C 1.43 0.65 5.57
12 C 1.82 0.29 4.29
13 C 1.23 0.86 3.12
14 O 1.59 0.48 1.93
15 H -4.53 -0.90 2.28
16 H -3.44 -0.46 3.52
17 H 0.05 3.30 1.68
18 H -0.94 2.92 4.78
19 H 0.13 1.90 6.77
20 H 1.91 0.19 6.42
21 H 2.59 -0.45 4.14
22 C -0.43 -2.68 2.13
23 O -1.46 -1.99 1.44
24 C -2.27 -2.79 0.61
25 C -1.60 -3.15 -0.71
26 O -1.38 -2.04 -1.55
27 C -2.53 -1.64 -2.27
28 H -0.85 -3.48 2.75
29 H 0.08 -1.95 2.76
30 H 0.31 -3.12 1.45
31 H -3.17 -2.20 0.41
32 H -2.57 -3.72 1.12
33 H -2.22 -3.90 -1.22
34 H -0.62 -3.60 -0.52
35 H -2.90 -2.47 -2.89
36 H -2.23 -0.82 -2.92
37 H -3.32 -1.28 -1.61
38 N 5.06 1.14 -5.62
39 C 4.93 0.07 -4.79
40 O 5.64 -0.91 -4.89
41 C 3.79 0.11 -3.81
42 C 3.66 -0.94 -2.92
43 C 2.63 -0.92 -2.00
44 N 1.74 0.08 -1.92
45 C 1.86 1.08 -2.78
46 C 2.86 1.15 -3.73
47 H 5.88 1.15 -6.21
48 H 4.60 2.01 -5.44
49 H 4.37 -1.76 -2.96
50 H 2.51 -1.72 -1.28
51 H 1.10 1.86 -2.71
52 H 2.88 1.99 -4.41
53 N -2.63 1.98 -2.59
54 N -1.39 2.57 -2.16
55 H -3.38 2.66 -2.45
56 H -2.84 1.27 -1.89
57 H -1.50 3.05 -1.27
58 H -1.13 3.25 -2.86

- Kohn-Sham gap: 5.63 eV
- Charge: -1
- Lowest unoccupied orbital energy: 1.979 eV



Name the most stable of them. (A).



(A)
Molecular formula: C7H5F5IrNO5Te
Method: DFT, ωB97M-V/def2-TZVPD

Positions of all 25 atoms, in Å:
1 Ir -1.81 -0.18 -0.16
2 O 0.21 -3.83 -0.59
3 C -0.22 -2.62 -0.61
4 O -1.42 -2.30 -0.52
5 C 0.81 -1.55 -0.82
6 C 2.18 -1.70 -1.00
7 C 2.92 -0.54 -1.23
8 C 2.29 0.70 -1.32
9 C 0.92 0.75 -1.13
10 N 0.24 -0.36 -0.86
11 C -0.03 1.93 -1.24
12 O 0.36 3.12 -1.53
13 O -1.23 1.71 -1.09
14 H -0.50 -4.49 -0.47
15 H 2.64 -2.68 -0.97
16 H 3.99 -0.61 -1.37
17 H 2.88 1.58 -1.53
18 H 1.31 3.23 -1.67
19 F -2.91 2.71 3.20
20 Te -2.20 1.11 2.70
21 F -3.68 0.24 3.32
22 F -1.26 0.85 4.22
23 F -3.11 1.32 0.97
24 F -0.80 2.04 1.91
25 O -1.59 -0.44 1.80

- Kohn-Sham gap (spin up / spin down): 9.11 / 7.89 eV
- Spin multiplicity: 5
- Charge: +2
- Lowest unoccupied orbital energy (spin up / spin down): -8.863 / -11.020 eV



(B)
Molecular formula: C7H5F5IrNO5Te
Method: DFT, ωB97M-V/def2-TZVPD

Positions of all 25 atoms, in Å:
1 Ir 1.14 -0.58 0.21
2 O 0.80 3.55 1.35
3 C 0.79 2.37 0.81
4 O 1.70 1.55 0.88
5 C -0.43 2.05 0.00
6 C -1.45 2.93 -0.32
7 C -2.44 2.48 -1.19
8 C -2.36 1.21 -1.75
9 C -1.30 0.40 -1.37
10 N -0.39 0.81 -0.49
11 C -0.92 -0.96 -1.92
12 O -1.65 -1.61 -2.76
13 O 0.16 -1.43 -1.57
14 H 1.62 3.73 1.84
15 H -1.47 3.93 0.10
16 H -3.26 3.13 -1.45
17 H -3.10 0.89 -2.46
18 H -2.50 -1.21 -3.00
19 F 2.51 -5.17 2.02
20 Te 2.17 -3.39 1.91
21 F 3.94 -2.96 1.87
22 F 2.10 -3.15 3.70
23 F 2.17 -3.43 0.05
24 F 0.36 -3.66 1.86
25 O 1.78 -1.47 1.69

- Kohn-Sham gap (spin up / spin down): 8.86 / 7.94 eV
- Spin multiplicity: 5
- Charge: +2
- Lowest unoccupied orbital energy (spin up / spin down): -8.871 / -10.984 eV



Name the most stable of them. (B).